This record from the OMol25 dataset describes a molecular structure, C11H34F11N3O21S5Y at a distorted geometry. The level of theory is ωB97M-V/def2-TZVPD.

Results
- E_LUMO (spin up / spin down) (eV) = 3.16 / 3.08
- maximum force (eV/Å) = 6.75
- orbital gap (spin up / spin down) (eV) = 4.089 / 6.163
- HOMO level (spin up / spin down) (eV) = -0.9 / -3.1
- <S²> = 0.75
- M (g/mol) = 1002.612

Structure (ORCA input):
```
! wB97M-V def2-TZVPD RIJCOSX def2/J DEFGRID3
* xyz -2 2
Y -9.89 17.91 15.05
C -7.14 14.24 13.39
F -6.19 13.36 13.56
F -6.83 15.26 12.61
F -8.20 13.65 12.75
S -7.67 14.98 15.08
O -8.39 16.21 14.69
O -8.59 14.00 15.67
O -6.40 15.25 15.81
C -7.29 19.10 19.11
F -8.58 19.51 19.10
F -6.39 20.12 18.86
F -6.99 18.66 20.26
S -7.06 17.67 17.73
O -7.35 16.51 18.53
O -8.15 17.99 16.75
O -5.68 17.67 17.23
C -3.65 18.23 10.51
F -2.63 17.40 10.31
F -3.92 18.84 9.37
F -4.84 17.50 10.77
S -3.19 19.44 12.01
O -4.37 20.12 12.43
O -2.65 18.51 13.02
O -2.12 20.33 11.53
N -8.27 19.15 14.18
S -7.28 18.82 13.00
O -6.13 18.08 13.33
O -7.26 19.85 11.94
F -8.26 17.72 12.37
S -7.33 20.59 14.60
O -7.51 21.84 13.84
O -5.97 20.37 15.20
F -8.16 20.90 16.03
O -6.34 23.11 11.81
H -6.11 22.27 11.41
H -6.78 22.87 12.63
O -10.72 16.48 13.13
H -10.47 16.43 12.20
H -11.41 15.82 13.23
O -10.58 19.44 16.78
H -11.19 19.16 17.46
H -10.48 20.38 16.92
O -11.01 19.35 13.70
H -11.94 19.47 13.50
H -10.59 20.16 13.41
O -4.17 16.58 14.21
H -4.80 17.19 13.82
H -4.71 15.88 14.56
O -3.11 19.17 15.42
H -2.95 20.09 15.26
H -3.99 19.14 15.80
C -8.04 17.90 9.03
C -7.59 16.51 8.47
C -6.29 16.54 7.69
O -5.94 15.35 7.17
C -4.56 15.29 6.95
N -7.60 15.65 9.64
H -7.63 18.75 8.49
H -7.44 17.96 9.94
H -9.10 18.01 9.22
H -8.34 16.11 7.78
H -5.52 17.00 8.31
H -6.21 17.32 6.94
H -4.22 15.97 6.17
H -4.28 14.27 6.68
H -3.95 15.52 7.83
H -6.80 15.78 10.24
H -7.65 14.67 9.37
C -9.96 24.25 12.28
C -10.69 22.92 11.92
C -10.17 22.43 10.57
O -10.40 23.27 9.40
C -10.38 22.38 8.25
N -10.45 21.92 13.00
H -9.00 23.95 12.68
H -10.41 24.81 13.09
H -9.64 24.86 11.43
H -11.77 23.04 11.95
H -10.52 21.42 10.40
H -9.10 22.21 10.61
H -10.39 22.92 7.31
H -11.28 21.77 8.25
H -9.53 21.69 8.29
H -10.29 22.29 13.93
H -9.49 21.74 12.73
*
```